# 1
# C16H14ClN4OS

The ion C16H14ClN4OS with charge +1 at a distorted geometry (ωB97M-V/def2-TZVPD, OMol25).

Last columns: bonded neighbours and bond lengths (Å).
Element x y z (Å)
1 N -0.806 -2.341 -1.602  C2 1.244, H37 1.009
2 C -0.057 -2.993 -0.853  N1 1.244, N3 1.343, S6 1.878
3 N -0.376 -4.169 -0.287  C2 1.343, H4 1.008, H5 1.010
4 H 0.371 -4.734 0.084  N3 1.008
5 H -1.151 -4.669 -0.700  N3 1.010
6 S 1.582 -2.359 -0.191  C2 1.878, C7 1.850
7 C 0.871 -1.555 1.315  S6 1.850, C8 1.482, H35 1.088, H36 1.089
8 C -0.046 -0.478 0.872  C7 1.482, N9 1.326, N18 1.327
9 N -1.351 -0.715 0.871  C8 1.326, C10 1.389, H34 1.014
10 C -2.286 0.171 0.350  N9 1.389, C11 1.390, C15 1.401
11 C -3.635 -0.157 0.298  C10 1.390, C12 1.382, H33 1.079
12 C -4.531 0.753 -0.231  C11 1.382, C13 1.393, H32 1.079
13 C -4.094 1.988 -0.703  C12 1.393, C14 1.379, H31 1.078
14 C -2.755 2.319 -0.653  C13 1.379, C15 1.397, H30 1.079
15 C -1.835 1.410 -0.124  C10 1.401, C14 1.397, C16 1.458
16 C -0.418 1.748 -0.076  C15 1.458, O17 1.195, N18 1.444
17 O 0.088 2.783 -0.392  C16 1.195
18 N 0.418 0.681 0.421  C8 1.327, C16 1.444, C19 1.435
19 C 1.826 0.923 0.286  N18 1.435, C20 1.386, C24 1.393
20 C 2.605 1.270 1.379  C19 1.386, C21 1.384, H29 1.080
21 C 3.952 1.531 1.201  C20 1.384, C22 1.385, H28 1.078
22 C 4.512 1.455 -0.064  C21 1.385, C23 1.384, H27 1.078
23 C 3.734 1.126 -1.161  C22 1.384, C24 1.385, H26 1.078
24 C 2.384 0.865 -0.989  C19 1.393, C23 1.385, Cl25 1.726
25 Cl 1.385 0.472 -2.341  C24 1.726
26 H 4.166 1.078 -2.148  C23 1.078
27 H 5.561 1.663 -0.203  C22 1.078
28 H 4.559 1.803 2.049  C21 1.078
29 H 2.151 1.348 2.356  C20 1.080
30 H -2.390 3.268 -1.013  C14 1.079
31 H -4.806 2.688 -1.111  C13 1.078
32 H -5.578 0.502 -0.277  C12 1.079
33 H -3.973 -1.116 0.660  C11 1.079
34 H -1.695 -1.611 1.198  N9 1.014
35 H 1.736 -1.172 1.851  C7 1.088
36 H 0.356 -2.309 1.910  C7 1.089
37 H -0.475 -1.466 -1.980  N1 1.009

The calculation puts the frontier orbital gap at 8.77 eV. The value obtained for the LUMO energy is -3.7 eV. As for the molar mass: 345.83 g mol⁻¹. Its SMILES is [H]/N=C(/N)SCc1[nH]c2ccccc2c(=O)[n+]1-c1ccccc1Cl. Its highest occupied orbital energy is -0.4582 Eh. The charge is +1.

---

# 2
# C7H10O2

The molecule C7H10O2 at a distorted geometry (ωB97M-V/def2-TZVPD, OMol25).

Last columns: bonded neighbours and bond lengths (Å).
Element x y z (Å)
1 C 3.722 -1.216 -0.077  C2 1.171, H10 1.061
2 C 2.885 -0.400 -0.138  C1 1.171, C5 1.436
3 C -0.398 0.131 -1.280  C4 1.611, O8 1.477, H11 1.148, H12 1.187
4 C -0.710 -1.056 -0.237  C3 1.611, C6 1.576, O9 1.286, H13 1.122
5 C 1.622 0.284 -0.165  C2 1.436, C7 1.538, O8 1.332
6 C -2.153 -0.619 0.224  C4 1.576, H14 1.083, H15 1.109, H16 1.022
7 C 1.386 1.322 0.944  C5 1.538, H17 1.152, H18 1.063, H19 1.071
8 O 1.076 0.154 -1.373  C3 1.477, C5 1.332
9 O 0.189 -1.052 0.681  C4 1.286
10 H 4.735 -1.524 -0.145  C1 1.061
11 H -0.893 -0.141 -2.279  C3 1.148
12 H -0.742 1.215 -0.942  C3 1.187
13 H -0.751 -1.949 -0.915  C4 1.122
14 H -2.682 -0.126 -0.583  C6 1.083
15 H -2.339 -0.052 1.159  C6 1.109
16 H -2.693 -1.482 0.316  C6 1.022
17 H 1.989 1.212 1.920  C7 1.152
18 H 0.381 1.275 1.288  C7 1.063
19 H 1.585 2.251 0.449  C7 1.071

The calculation puts the frontier orbital gap (spin up / spin down) at 8.48 / 8.48 eV. The value obtained for the LUMO energy (spin up / spin down) is -0.2 / -0.2 eV. As for the molar mass: 126.15 g mol⁻¹. Its highest occupied orbital energy (spin up / spin down) is -0.3196 / -0.3195 Eh. The value obtained for the energy relative to the best compared isomer or geometry (same formula, charge and spin) is 5.473 eV.

---

# 3
# C32H56Cl8O21

A cluster of 11 separate species, C32H56Cl8O21 in total at a distorted geometry (ωB97M-V/def2-TZVPD, OMol25).

Last columns: bonded neighbours and bond lengths (Å).
Element x y z (Å)
1 Cl -7.880 -5.899 -19.810  C2 1.773
2 C -8.764 -4.376 -19.596  Cl1 1.773, C3 1.522, H5 1.087, H6 1.090
3 C -10.196 -4.356 -20.111  C2 1.522, Cl4 1.801, H7 1.087, H8 1.085
4 Cl -11.144 -5.751 -19.477  C3 1.801
5 H -8.169 -3.577 -20.033  C2 1.087
6 H -8.792 -4.209 -18.519  C2 1.090
7 H -10.182 -4.415 -21.196  C3 1.087
8 H -10.749 -3.515 -19.705  C3 1.085
9 Cl -14.311 -8.189 -21.052  C10 1.794
10 C -13.781 -7.762 -19.391  Cl9 1.794, C11 1.513, H13 1.086, H14 1.086
11 C -14.549 -8.612 -18.403  C10 1.513, Cl12 1.769, H15 1.097, H16 1.082
12 Cl -16.212 -8.040 -18.216  C11 1.769
13 H -14.002 -6.716 -19.203  C10 1.086
14 H -12.711 -7.941 -19.408  C10 1.086
15 H -14.114 -8.404 -17.417  C11 1.097
16 H -14.541 -9.693 -18.437  C11 1.082
17 Cl -9.002 -7.528 -13.044  C18 1.780
18 C -10.058 -8.909 -12.664  Cl17 1.780, C19 1.524, H21 1.086, H22 1.090
19 C -11.373 -8.454 -12.044  C18 1.524, Cl20 1.780, H23 1.087, H24 1.087
20 Cl -12.372 -9.923 -11.927  C19 1.780
21 H -9.552 -9.682 -12.093  C18 1.086
22 H -10.340 -9.372 -13.610  C18 1.090
23 H -11.869 -7.765 -12.723  C19 1.087
24 H -11.290 -8.002 -11.059  C19 1.087
25 Cl -4.277 -4.756 -18.134  C26 1.773
26 C -4.273 -4.444 -16.389  Cl25 1.773, C27 1.515, H29 1.091, H30 1.088
27 C -5.645 -4.549 -15.754  C26 1.515, Cl28 1.782, H31 1.089, H32 1.086
28 Cl -6.135 -6.248 -15.531  C27 1.782
29 H -3.852 -3.473 -16.129  C26 1.091
30 H -3.567 -5.181 -16.011  C26 1.088
31 H -6.369 -4.085 -16.422  C27 1.089
32 H -5.659 -4.083 -14.773  C27 1.086
33 C -9.123 -3.194 -14.523  C34 1.537, O38 1.418, H39 1.090, H40 1.095
34 C -9.910 -1.971 -14.027  C33 1.537, O35 1.424, H41 1.091, H42 1.087
35 O -10.539 -1.473 -15.203  C34 1.424, C36 1.346
36 C -10.340 -2.313 -16.236  O35 1.346, O37 1.188, O38 1.343
37 O -10.795 -2.179 -17.325  C36 1.188
38 O -9.579 -3.351 -15.856  C33 1.418, C36 1.343
39 H -9.186 -4.041 -13.840  C33 1.090
40 H -8.053 -2.974 -14.598  C33 1.095
41 H -9.214 -1.201 -13.692  C34 1.091
42 H -10.630 -2.178 -13.238  C34 1.087
43 C -15.647 -8.492 -14.663  C44 1.526, O48 1.429, H49 1.088, H50 1.092
44 C -15.829 -7.944 -13.251  C43 1.526, O45 1.423, H51 1.090, H52 1.091
45 O -16.902 -8.736 -12.755  C44 1.423, C46 1.353
46 C -17.007 -9.857 -13.504  O45 1.353, O47 1.190, O48 1.351
47 O -17.598 -10.842 -13.190  C46 1.190
48 O -16.231 -9.794 -14.608  C43 1.429, C46 1.351
49 H -14.609 -8.436 -14.984  C43 1.088
50 H -16.282 -7.946 -15.363  C43 1.092
51 H -16.046 -6.881 -13.358  C44 1.090
52 H -14.942 -8.067 -12.627  C44 1.091
53 C -9.361 -7.618 -16.874  C54 1.529, O58 1.421, H59 1.089, H60 1.086
54 C -9.800 -6.267 -16.309  C53 1.529, O55 1.437, H61 1.083, H62 1.092
55 O -11.070 -6.569 -15.709  C54 1.437, C56 1.361
56 C -11.272 -7.914 -15.728  O55 1.361, O57 1.197, O58 1.321
57 O -12.277 -8.363 -15.257  C56 1.197
58 O -10.307 -8.550 -16.369  C53 1.421, C56 1.321
59 H -8.376 -7.841 -16.467  C53 1.089
60 H -9.265 -7.641 -17.956  C53 1.086
61 H -9.966 -5.409 -16.948  C54 1.083
62 H -9.143 -5.973 -15.488  C54 1.092
63 C -9.804 -8.456 -21.118  C64 1.506, O68 1.438, H69 1.088, H70 1.088
64 C -8.884 -9.441 -21.789  C63 1.506, O65 1.434, H71 1.085, H72 1.094
65 O -8.116 -9.905 -20.670  C64 1.434, C66 1.351
66 C -8.963 -9.914 -19.618  O65 1.351, O67 1.188, O68 1.359
67 O -8.793 -10.520 -18.610  C66 1.188
68 O -9.999 -9.059 -19.827  C63 1.438, C66 1.359
69 H -10.761 -8.334 -21.622  C63 1.088
70 H -9.317 -7.484 -21.084  C63 1.088
71 H -8.238 -9.050 -22.569  C64 1.085
72 H -9.466 -10.270 -22.204  C64 1.094
73 C -12.190 -4.880 -12.640  C74 1.521, H80 1.095, H81 1.085, H82 1.091
74 C -13.308 -4.914 -13.670  C73 1.521, O75 1.425, H83 1.094, H84 1.092
75 O -13.131 -3.836 -14.585  C74 1.425, C76 1.343
76 C -13.872 -3.956 -15.698  O75 1.343, O77 1.199, O78 1.326
77 O -14.833 -4.659 -15.842  C76 1.199
78 O -13.419 -3.078 -16.583  C76 1.326, C79 1.423
79 C -13.694 -3.299 -17.962  O78 1.423, H85 1.094, H86 1.089, H87 1.082
80 H -11.258 -5.045 -13.191  C73 1.095
81 H -12.297 -5.661 -11.894  C73 1.085
82 H -12.126 -3.895 -12.177  C73 1.091
83 H -14.278 -4.815 -13.174  C74 1.094
84 H -13.332 -5.911 -14.117  C74 1.092
85 H -14.765 -3.157 -18.138  C79 1.094
86 H -13.514 -4.333 -18.252  C79 1.089
87 H -13.146 -2.557 -18.528  C79 1.082
88 C -11.204 -12.625 -16.868  C89 1.538, H95 1.086, H96 1.092, H97 1.089
89 C -12.108 -11.381 -16.832  C88 1.538, O90 1.438, H98 1.090, H99 1.087
90 O -13.245 -11.646 -17.671  C89 1.438, C91 1.337
91 C -14.332 -12.174 -17.100  O90 1.337, O92 1.191, O93 1.336
92 O -14.457 -12.455 -15.950  C91 1.191
93 O -15.308 -12.373 -17.991  C91 1.336, C94 1.421
94 C -15.104 -12.250 -19.392  O93 1.421, H100 1.094, H101 1.088, H102 1.086
95 H -11.785 -13.504 -17.128  C88 1.086
96 H -10.748 -12.753 -15.884  C88 1.092
97 H -10.383 -12.452 -17.562  C88 1.089
98 H -11.548 -10.594 -17.338  C89 1.090
99 H -12.374 -10.995 -15.851  C89 1.087
100 H -14.433 -13.024 -19.775  C94 1.094
101 H -14.675 -11.298 -19.699  C94 1.088
102 H -16.087 -12.434 -19.815  C94 1.086
103 C -7.252 -10.265 -15.270  C104 1.520, H110 1.097, H111 1.092, H112 1.088
104 C -6.697 -11.455 -16.035  C103 1.520, O105 1.416, H113 1.093, H114 1.091
105 O -7.433 -12.588 -15.612  C104 1.416, C106 1.321
106 C -7.197 -13.711 -16.268  O105 1.321, O107 1.206, O108 1.323
107 O -6.363 -13.870 -17.124  C106 1.206
108 O -8.021 -14.658 -15.847  C106 1.323, C109 1.416
109 C -7.726 -16.000 -16.184  O108 1.416, H115 1.091, H116 1.092, H117 1.083
110 H -8.334 -10.173 -15.433  C103 1.097
111 H -6.918 -9.318 -15.701  C103 1.092
112 H -7.115 -10.321 -14.192  C103 1.088
113 H -5.622 -11.513 -15.850  C104 1.093
114 H -6.749 -11.228 -17.100  C104 1.091
115 H -6.845 -16.391 -15.671  C109 1.091
116 H -7.475 -16.046 -17.246  C109 1.092
117 H -8.594 -16.606 -15.955  C109 1.083

The calculation puts the frontier orbital gap at 10.05 eV. The value obtained for the LUMO energy is -0.1 eV. As for the molar mass: 1060.40 g mol⁻¹. Its SMILES is CCOC(=O)OC.CCOC(=O)OC.CCOC(=O)OC.O=C1OCCO1.O=C1OCCO1.O=C1OCCO1.O=C1OCCO1.ClCCCl.ClCCCl.ClCCCl.ClCCCl. Its highest occupied orbital energy is -0.3744 Eh.

---

# 4
# C3H7N2O2

A cluster of 2 separate species, C3H7N2O2 in total at a distorted geometry (ωB97M-V/def2-TZVPD, OMol25).

Last columns: bonded neighbours and bond lengths (Å).
Element x y z (Å)
1 O -1.156 0.561 0.796  C2 1.258
2 C -0.832 1.735 1.111  O1 1.258, O3 1.193, H4 1.080
3 O -0.974 2.250 2.178  C2 1.193
4 H -0.357 2.309 0.329  C2 1.080
5 C 1.482 0.240 -1.253  N8 1.461, H9 1.107, H10 1.090, H11 1.135
6 N -0.636 -1.725 -0.499  C7 1.373, H12 1.007, H13 1.100
7 C 0.590 -1.962 -1.071  N6 1.373, N8 1.303, H14 1.129
8 N 1.644 -1.195 -1.034  C5 1.461, C7 1.303
9 H 1.373 0.410 -2.341  C5 1.107
10 H 2.443 0.666 -0.963  C5 1.090
11 H 0.587 0.628 -0.671  C5 1.135
12 H -1.366 -2.417 -0.538  N6 1.007
13 H -0.749 -0.802 0.089  N6 1.100
14 H 0.608 -2.914 -1.677  C7 1.129

The calculation puts the frontier orbital gap at 8.20 eV. The value obtained for the LUMO energy is 4.0 eV. As for the molar mass: 103.10 g mol⁻¹. Its highest occupied orbital energy is -0.1544 Eh. The charge is -1. The value obtained for the energy relative to the best compared isomer or geometry (same formula, charge and spin) is 1.449 eV.

---

What is the formula in the fourth record?
C3H7N2O2

---

Number 2 is which compound?
C7H10O2

---

Among the records above, which one has the highest molar mass?
C32H56Cl8O21

---

Which of these has the highest molar mass?
C32H56Cl8O21